No. 1
Density functional theory data (ωB97M-V/def2-TZVPD) for a cluster of 5 separate species, C32H54BCl2N6O2 in total.

Computed properties:
- LUMO level: -2.36 eV
- Spin multiplicity: 1
- Total charge: +1
- Electronic energy: -72813.3863 eV
- Energy relative to the best compared isomer or geometry (same formula, charge and spin): 0.000 eV

Geometry as XYZ:
```
97
Properties=species:S:1:pos:R:3:lowdin_charge:R:1
C 5.51 -2.03 1.50 -0.12
C 4.40 -2.86 2.14 -0.25
C 3.34 -3.47 1.19 -0.61
Cl 3.99 -3.78 -0.44 0.69
C 2.00 -2.68 1.15 -0.32
C 1.08 -3.14 0.03 -0.18
C -0.21 -2.34 0.20 -0.12
C 0.06 -0.88 -0.17 -0.22
C -1.32 -0.17 -0.36 -0.55
Cl -1.33 1.62 -0.36 0.76
C -2.42 -0.72 0.59 -0.26
C -3.64 0.19 0.78 -0.14
N 1.05 -0.25 0.78 0.04
B 0.41 0.05 2.16 -0.72
O 0.27 -0.99 3.00 0.25
O 0.04 1.33 2.47 0.19
C 1.73 0.98 0.26 -0.17
C 1.66 1.41 -1.07 -0.02
C 2.44 2.52 -1.42 -0.02
C 3.24 3.15 -0.46 -0.11
N 3.29 2.74 0.81 0.10
C 2.56 1.69 1.15 -0.08
C 2.28 -1.20 1.05 -0.03
H 5.82 -1.22 2.16 0.08
H 6.39 -2.64 1.32 0.07
H 5.22 -1.57 0.55 0.04
H 3.90 -2.32 2.93 0.11
H 4.87 -3.71 2.64 0.11
H 3.09 -4.44 1.60 0.11
H 1.51 -2.96 2.08 0.15
H 1.55 -2.84 -0.91 0.09
H 0.90 -4.21 0.07 0.12
H -0.94 -2.73 -0.50 0.13
H -0.54 -2.46 1.23 0.12
H 0.54 -0.98 -1.14 0.15
H -1.62 -0.44 -1.37 0.12
H -2.80 -1.65 0.18 0.12
H -2.01 -0.90 1.58 0.09
H -4.05 0.56 -0.15 0.05
H -3.46 1.00 1.48 0.05
H -4.42 -0.43 1.24 0.07
H -0.12 -0.72 3.84 0.15
H -0.92 1.40 2.55 0.12
H 1.06 0.91 -1.81 0.11
H 2.43 2.88 -2.44 0.11
H 3.83 4.01 -0.71 0.10
H 2.65 1.36 2.18 0.13
H 2.72 -0.83 1.97 0.12
H 2.98 -1.02 0.24 0.14
C -6.78 -3.26 2.31 -0.11
C -6.63 -3.17 3.82 -0.25
C -5.34 -2.46 4.25 -0.19
C -4.16 -3.18 3.76 -0.25
N -3.24 -3.75 3.39 0.14
H -5.98 -3.85 1.87 0.07
H -7.73 -3.74 2.05 0.08
H -6.77 -2.27 1.85 0.07
H -6.66 -4.17 4.26 0.11
H -7.47 -2.62 4.24 0.11
H -5.27 -2.40 5.34 0.12
H -5.31 -1.45 3.85 0.11
C -3.24 5.30 -3.10 -0.11
C -3.96 6.08 -2.01 -0.25
C -3.68 5.54 -0.60 -0.18
C -4.14 4.16 -0.49 -0.24
N -4.56 3.10 -0.39 0.17
H -3.58 4.26 -3.13 0.07
H -3.44 5.74 -4.07 0.07
H -2.16 5.31 -2.94 0.07
H -5.04 6.06 -2.19 0.11
H -3.65 7.12 -2.04 0.11
H -4.20 6.13 0.15 0.12
H -2.61 5.57 -0.38 0.12
C 3.99 7.96 -3.09 -0.11
C 4.09 7.81 -1.57 -0.25
C 2.94 6.98 -0.98 -0.20
C 1.65 7.60 -1.25 -0.24
N 0.64 8.10 -1.46 0.15
H 3.08 8.49 -3.38 0.07
H 4.83 8.52 -3.47 0.08
H 3.98 6.98 -3.58 0.07
H 4.09 8.79 -1.11 0.11
H 5.03 7.32 -1.32 0.11
H 3.06 6.88 0.10 0.12
H 2.93 5.98 -1.41 0.09
C 1.97 -7.69 -3.86 -0.10
C 1.91 -7.50 -2.35 -0.26
C 0.60 -6.82 -1.89 -0.18
C 0.46 -5.49 -2.47 -0.24
N 0.36 -4.45 -2.94 0.16
H 1.95 -6.73 -4.38 0.07
H 2.89 -8.20 -4.14 0.08
H 1.14 -8.29 -4.21 0.08
H 2.76 -6.90 -2.01 0.10
H 1.98 -8.46 -1.85 0.11
H 0.59 -6.72 -0.80 0.11
H -0.26 -7.42 -2.18 0.12
```



No. 2
Density functional theory data (ωB97M-V/def2-TZVPD) for a cluster of 8 separate species, C16H48O8 in total.

Computed properties:
- LUMO level: 0.40 eV
- Spin multiplicity: 1
- Electronic energy: -33748.1653 eV
- Energy relative to the best compared isomer or geometry (same formula, charge and spin): 2.336 eV
- SMILES: CCO.CCO.CCO.CCO.CCO.CCO.CCO.CCO

Geometry as XYZ:
```
72
Properties=species:S:1:pos:R:3:lowdin_charge:R:1
C 2.22 3.05 0.71 -0.08
C 3.78 2.90 0.97 -0.29
O 4.15 1.64 1.56 -0.11
H 1.83 2.15 0.24 0.03
H 1.92 3.87 0.05 0.07
H 1.75 3.14 1.69 0.06
H 4.12 3.65 1.66 0.09
H 4.22 3.08 -0.04 0.10
H 4.11 0.89 0.93 0.02
C -1.79 3.01 1.03 -0.08
C -2.21 2.90 2.48 -0.30
O -3.55 2.38 2.59 -0.09
H -1.80 2.07 0.45 0.05
H -0.79 3.46 0.88 0.08
H -2.54 3.62 0.55 0.06
H -2.03 3.89 2.96 0.12
H -1.54 2.24 3.06 0.09
H -3.99 2.91 3.28 0.09
C 2.23 -4.07 1.16 -0.09
C 2.23 -5.07 0.09 -0.30
O 1.99 -4.35 -1.15 -0.09
H 1.18 -3.73 1.24 0.08
H 2.86 -3.20 0.87 0.09
H 2.52 -4.53 2.11 0.09
H 1.47 -5.83 0.27 0.12
H 3.20 -5.59 0.02 0.12
H 2.12 -4.92 -1.90 0.10
C -1.58 -2.43 3.09 -0.07
C -1.19 -0.94 2.84 -0.33
O 0.21 -0.88 2.92 -0.06
H -0.89 -2.96 3.73 0.07
H -1.59 -2.88 2.09 0.06
H -2.55 -2.56 3.61 0.07
H -1.66 -0.40 3.65 0.10
H -1.60 -0.61 1.90 0.08
H 0.55 -0.05 2.57 0.07
C 4.86 -1.20 -2.30 -0.08
C 4.59 0.05 -1.48 -0.25
O 4.03 -0.37 -0.19 -0.12
H 5.43 -2.02 -1.85 0.08
H 5.46 -0.97 -3.20 0.08
H 3.88 -1.59 -2.62 0.07
H 4.01 0.81 -1.99 0.11
H 5.48 0.55 -1.12 0.11
H 3.19 -0.85 -0.37 0.06
C -0.04 -0.03 -0.57 -0.09
C 0.10 -1.49 -0.80 -0.33
O 1.46 -1.75 -1.11 -0.10
H -1.10 0.25 -0.48 0.04
H 0.44 0.43 -1.45 0.09
H 0.51 0.29 0.33 0.07
H -0.60 -1.87 -1.56 0.11
H -0.17 -2.01 0.14 0.10
H 1.56 -2.72 -1.20 0.03
C -2.33 2.86 -2.61 -0.09
C -3.80 3.05 -2.42 -0.37
O -4.19 3.21 -1.10 -0.08
H -2.05 1.87 -2.23 0.04
H -1.74 3.66 -2.11 0.09
H -2.05 2.87 -3.68 0.08
H -4.38 2.23 -2.88 0.10
H -4.15 4.00 -2.89 0.12
H -4.01 2.36 -0.68 0.05
C -3.36 -0.92 -2.31 -0.09
C -3.65 -1.08 -0.83 -0.32
O -3.56 0.17 -0.16 -0.10
H -4.07 -0.17 -2.71 0.07
H -3.38 -1.86 -2.89 0.09
H -2.36 -0.45 -2.40 0.06
H -2.90 -1.80 -0.42 0.10
H -4.67 -1.53 -0.78 0.12
H -3.83 0.16 0.78 0.10
```



No. 3
Density functional theory data (ωB97M-V/def2-TZVPD) for a structure of composition C2H5OTb.

Computed properties:
- LUMO level (alpha / beta): -3.94 / -5.52 eV
- Spin multiplicity: 8
- Total charge: +1
- Electronic energy: -26625.0299 eV
- Energy relative to the best compared isomer or geometry (same formula, charge and spin): 0.592 eV
- Expectation value of S²: 15.777

Geometry as XYZ:
```
9
Properties=species:S:1:pos:R:3:lowdin_spin:R:1
C 1.47 0.49 -0.01 0.03
C 1.71 1.50 1.13 0.00
H 2.56 0.24 -0.08 0.00
H 1.66 0.12 -1.05 0.00
H 2.79 1.63 1.32 0.00
H 1.37 1.15 2.12 0.00
Tb -1.49 0.17 -0.91 6.94
O 0.10 -0.50 0.47 0.02
H 1.40 2.54 0.91 0.00
```



No. 4
Density functional theory data (ωB97M-V/def2-TZVPD) for a structure of composition C32H50N5O2SZn.

Computed properties:
- LUMO level: -3.88 eV
- Spin multiplicity: 1
- Total charge: +1
- Electronic energy: -104792.4917 eV
- Energy relative to the best compared isomer or geometry (same formula, charge and spin): 1.170 eV

Geometry as XYZ:
```
91
Properties=species:S:1:pos:R:3:lowdin_charge:R:1
Zn 1.07 0.68 1.32 0.65
N 2.92 1.83 1.91 0.01
C 2.74 3.07 2.72 -0.20
C 1.34 3.17 3.33 -0.10
C 0.32 3.21 2.19 -0.62
O -0.06 4.27 1.74 0.07
O -0.05 2.04 1.73 -0.19
H 3.58 1.23 2.37 0.07
H 3.35 2.08 1.02 0.09
H 2.88 3.94 2.07 0.13
H 3.49 3.11 3.50 0.12
H 1.26 4.08 3.91 0.13
H 1.14 2.31 3.97 0.10
C 4.93 0.03 -1.11 -0.03
C 3.89 0.87 -1.82 -0.22
C 4.33 1.69 -2.85 -0.04
C 3.47 2.56 -3.49 -0.05
C 2.17 2.69 -3.03 -0.03
C 1.69 1.92 -1.99 -0.18
C 0.30 2.18 -1.49 -0.03
C 2.53 0.94 -1.43 -0.19
N 2.05 0.10 -0.39 0.08
C 2.23 -1.17 -0.41 -0.25
C 2.59 -1.96 -1.63 0.01
C 1.97 -1.93 0.85 -0.24
C 2.45 -3.35 0.93 0.01
N 1.44 -1.30 1.84 0.09
C 1.05 -1.95 3.05 -0.18
C 0.12 -3.01 3.06 -0.20
C -0.42 -3.69 1.83 -0.06
C -0.32 -3.48 4.30 -0.03
C 0.16 -2.96 5.48 -0.05
C 1.13 -1.96 5.45 -0.03
C 1.58 -1.45 4.25 -0.20
C 2.64 -0.38 4.23 -0.03
H 5.75 0.67 -0.80 0.09
H 5.35 -0.72 -1.78 0.09
H 4.55 -0.48 -0.23 0.07
H 5.37 1.63 -3.15 0.12
H 3.83 3.16 -4.32 0.11
H 1.51 3.42 -3.49 0.12
H -0.35 2.51 -2.30 0.09
H 0.31 2.98 -0.74 0.09
H -0.15 1.31 -1.02 -0.01
H 2.70 -1.31 -2.49 0.10
H 1.79 -2.68 -1.82 0.11
H 3.51 -2.53 -1.49 0.10
H 3.52 -3.36 0.75 0.11
H 1.98 -3.99 0.18 0.10
H 2.26 -3.76 1.92 0.09
H -0.24 -3.13 0.92 0.03
H -1.50 -3.82 1.93 0.09
H 0.03 -4.68 1.73 0.09
H -1.04 -4.28 4.32 0.12
H -0.19 -3.34 6.43 0.11
H 1.54 -1.58 6.38 0.12
H 3.18 -0.37 5.17 0.09
H 2.18 0.60 4.09 0.05
H 3.35 -0.55 3.43 0.07
C -3.13 3.52 0.91 -0.10
C -4.06 3.17 -0.25 -0.25
C -5.00 2.01 0.07 -0.20
C -4.28 0.69 0.31 -0.20
N -3.60 0.25 -0.90 0.03
C -2.34 -0.17 -0.99 -0.78
S -1.40 -0.47 0.40 0.72
N -1.82 -0.38 -2.21 0.00
C -2.56 -0.47 -3.46 -0.19
C -3.21 -1.83 -3.67 -0.21
C -3.97 -1.91 -5.00 -0.27
C -4.55 -3.31 -5.22 -0.11
H -2.56 4.42 0.70 0.07
H -2.40 2.73 1.10 0.05
H -3.70 3.69 1.82 0.08
H -3.46 2.93 -1.14 0.10
H -4.66 4.04 -0.50 0.11
H -5.72 1.88 -0.75 0.11
H -5.58 2.25 0.96 0.12
H -4.99 -0.08 0.63 0.12
H -3.53 0.80 1.09 0.07
H -4.13 0.36 -1.75 0.13
H -0.90 -0.79 -2.20 0.11
H -1.85 -0.27 -4.27 0.13
H -3.30 0.33 -3.50 0.12
H -3.89 -2.04 -2.84 0.12
H -2.43 -2.60 -3.65 0.12
H -3.29 -1.66 -5.82 0.11
H -4.77 -1.18 -5.00 0.11
H -3.75 -4.06 -5.25 0.07
H -5.09 -3.36 -6.17 0.07
H -5.24 -3.58 -4.42 0.08
```



No. 5
Density functional theory data (ωB97M-V/def2-TZVPD) for a structure of composition C46H63NO4Se2SiTm.

Computed properties:
- LUMO level (alpha / beta): 2.37 / 2.37 eV
- Spin multiplicity: 3
- Total charge: -1
- Electronic energy: -226515.2961 eV
- Energy relative to the best compared isomer or geometry (same formula, charge and spin): 0.000 eV
- Expectation value of S²: 2.002

Geometry as XYZ:
```
118
Properties=species:S:1:pos:R:3:lowdin_spin:R:1
Tm 8.26 -17.64 -11.09 2.01
C 14.40 -18.24 -15.41 0.00
C 13.40 -17.17 -15.88 0.00
C 12.65 -17.68 -17.15 0.00
C 14.14 -15.86 -16.27 0.00
C 12.36 -16.86 -14.82 0.00
C 12.29 -17.57 -13.62 0.00
C 11.23 -17.31 -12.77 0.00
Se 11.10 -18.25 -11.05 0.00
C 10.55 -20.00 -11.71 0.00
C 11.46 -20.82 -12.37 0.00
C 11.04 -22.07 -12.83 0.00
C 9.71 -22.46 -12.61 0.00
C 8.77 -21.69 -11.94 0.00
C 9.26 -20.47 -11.39 0.00
O 8.49 -19.77 -10.58 0.00
C 7.30 -22.12 -11.77 0.00
C 6.83 -22.04 -10.31 0.00
C 6.42 -21.27 -12.73 0.00
C 7.12 -23.60 -12.17 0.00
C 11.96 -23.02 -13.58 0.00
C 13.40 -22.49 -13.64 0.00
C 11.41 -23.18 -15.02 0.00
C 11.94 -24.40 -12.86 0.00
C 10.28 -16.30 -13.06 0.00
O 9.28 -16.04 -12.25 0.00
C 10.35 -15.57 -14.28 0.00
C 11.39 -15.90 -15.14 0.00
C 9.28 -14.53 -14.65 0.00
C 8.74 -13.67 -13.47 0.00
C 8.13 -15.24 -15.41 0.00
C 9.89 -13.51 -15.64 0.00
H 15.16 -18.44 -16.17 0.00
H 13.90 -19.18 -15.18 0.00
H 14.92 -17.92 -14.50 0.00
H 13.36 -17.98 -17.93 0.00
H 12.00 -16.89 -17.54 0.00
H 12.01 -18.53 -16.89 0.00
H 14.92 -16.06 -17.01 0.00
H 14.61 -15.43 -15.37 0.00
H 13.45 -15.11 -16.68 0.00
H 13.05 -18.29 -13.37 0.00
H 12.48 -20.50 -12.52 0.00
H 9.42 -23.42 -13.02 0.00
H 6.93 -21.04 -9.89 0.00
H 7.44 -22.73 -9.68 0.00
H 5.79 -22.35 -10.22 0.00
H 6.62 -20.19 -12.67 0.00
H 5.34 -21.45 -12.53 0.00
H 6.64 -21.55 -13.77 0.00
H 7.76 -24.25 -11.58 0.00
H 7.34 -23.77 -13.24 0.00
H 6.08 -23.93 -12.02 0.00
H 13.43 -21.52 -14.15 0.00
H 14.06 -23.18 -14.18 0.00
H 13.81 -22.36 -12.63 0.00
H 11.36 -22.19 -15.51 0.00
H 10.40 -23.59 -15.03 0.00
H 12.07 -23.82 -15.62 0.00
H 12.19 -24.29 -11.80 0.00
H 12.64 -25.10 -13.33 0.00
H 10.95 -24.87 -12.93 0.00
H 11.44 -15.43 -16.11 0.00
H 8.09 -14.24 -12.80 0.00
H 8.17 -12.81 -13.86 0.00
H 9.59 -13.29 -12.88 0.00
H 7.64 -16.00 -14.80 0.00
H 8.53 -15.72 -16.31 0.00
H 7.38 -14.49 -15.71 0.00
H 10.79 -13.01 -15.24 0.00
H 9.14 -12.72 -15.87 0.00
H 10.15 -14.00 -16.59 0.00
C 1.87 -20.04 -7.62 0.00
C 3.34 -19.71 -7.80 0.00
C 4.24 -19.93 -6.75 0.00
C 5.60 -19.66 -6.87 0.00
C 6.08 -19.18 -8.08 0.00
C 5.21 -18.93 -9.16 0.00
N 5.69 -18.29 -10.37 0.00
C 5.27 -16.96 -10.73 0.00
C 4.69 -16.11 -9.78 0.00
C 4.40 -14.79 -10.09 0.00
C 4.72 -14.29 -11.35 0.00
C 5.29 -15.12 -12.31 0.00
C 5.57 -16.49 -12.04 0.00
C 6.11 -17.42 -13.18 0.00
O 5.58 -17.34 -14.27 0.00
O 7.14 -18.17 -12.89 0.00
C 3.82 -19.21 -9.05 0.00
C 2.85 -19.02 -10.22 0.00
H 1.69 -20.33 -6.58 0.00
H 1.58 -20.88 -8.26 0.00
H 1.21 -19.20 -7.88 0.00
H 3.86 -20.35 -5.83 0.00
H 6.25 -19.85 -6.03 0.00
H 7.14 -18.97 -8.19 0.00
H 5.65 -18.94 -11.17 0.00
H 4.47 -16.50 -8.79 0.00
H 3.93 -14.14 -9.36 0.00
H 4.51 -13.26 -11.59 0.00
H 5.51 -14.77 -13.31 0.00
H 3.39 -18.75 -11.14 0.00
H 2.12 -18.21 -10.00 0.00
H 2.27 -19.93 -10.42 0.00
C 9.21 -18.23 -6.45 0.00
Si 9.20 -16.47 -7.03 0.00
C 8.29 -15.44 -5.78 0.00
C 10.96 -15.92 -7.34 0.00
Se 8.05 -16.06 -8.90 0.00
H 9.84 -18.32 -5.56 0.00
H 9.59 -18.93 -7.21 0.00
H 8.21 -18.56 -6.17 0.00
H 8.71 -15.51 -4.78 0.00
H 7.25 -15.76 -5.71 0.00
H 8.25 -14.38 -6.08 0.00
H 11.54 -15.90 -6.41 0.00
H 10.97 -14.92 -7.78 0.00
H 11.45 -16.61 -8.03 0.00
```



No. 6
Density functional theory data (ωB97M-V/def2-TZVPD) for a structure of composition C19H33N3O4S.

Computed properties:
- LUMO level: 0.46 eV
- Spin multiplicity: 1
- Electronic energy: -43711.7375 eV
- Energy relative to the best compared isomer or geometry (same formula, charge and spin): 22.513 eV

Geometry as XYZ:
```
60
Properties=species:S:1:pos:R:3:nbo_charge:R:1
C 1.33 2.72 3.30 -0.59
H 2.33 2.47 3.65 0.20
H 0.75 1.78 3.82 0.19
H 1.01 3.61 3.54 0.19
C 1.36 2.48 1.51 -0.20
C 2.17 3.78 1.02 -0.64
H 1.74 4.86 1.34 0.23
H 3.34 3.54 1.35 0.20
H 2.26 3.61 -0.03 0.21
H 0.30 2.65 1.36 0.22
C 2.01 1.22 1.47 -0.22
N 1.87 0.90 -0.10 -0.63
S 0.64 -0.44 -0.67 2.24
O -0.03 -0.74 0.81 -0.98
O 1.47 -1.50 -1.20 -0.88
N -0.34 0.48 -1.62 -0.72
C -1.15 -0.60 -2.54 -0.24
C -2.11 -1.28 -1.63 -0.43
H -1.50 -2.11 -0.78 0.21
H -2.66 -1.94 -2.16 0.24
C -2.94 -0.43 -0.95 -0.36
C -3.73 -1.03 0.28 0.68
O -4.92 -1.44 0.20 -0.65
N -3.02 -1.46 1.28 -0.66
H -1.77 -1.60 1.20 0.46
C -3.46 -2.64 2.22 -0.26
C -2.66 -3.79 2.00 0.11
C -1.16 -4.02 1.96 -0.24
C -1.00 -5.20 1.98 -0.35
C -2.21 -5.88 2.40 0.19
O -3.02 -5.04 2.57 -0.34
H -2.31 -6.98 2.56 0.19
H -0.04 -5.84 1.87 0.22
H -0.59 -3.19 1.38 0.24
H -4.47 -2.81 1.88 0.27
H -3.34 -2.14 3.37 0.19
C -2.24 0.67 -0.31 -0.33
C -1.33 1.55 -0.99 -0.23
H -1.57 1.92 -1.95 0.21
H -0.49 2.19 -0.42 0.27
H -2.08 0.60 0.74 0.27
H -3.07 1.85 0.04 0.16
H -3.73 0.05 -1.68 0.24
H -1.53 -0.02 -3.39 0.23
H -0.13 -1.31 -2.84 0.26
C 2.77 0.82 -0.94 -0.16
H 3.29 -0.05 -0.87 0.15
C 2.42 1.11 -2.48 -0.24
C 3.98 0.85 -3.17 -0.53
H 4.35 0.06 -3.05 0.16
H 4.70 1.59 -2.86 0.20
H 3.74 1.06 -4.25 0.19
C 2.01 2.35 -2.59 -0.63
H 2.64 3.35 -2.41 0.22
H 0.98 2.72 -2.03 0.20
H 1.69 2.79 -3.52 0.23
H 1.89 0.40 -2.81 0.20
H 3.57 1.82 -0.55 0.15
H 2.95 1.06 1.68 0.20
H 1.04 0.55 2.02 0.29
```



> Among the records above, which one has the highest energy relative to the best compared isomer or geometry (same formula, charge and spin)?

C19H33N3O4S



> Which value of energy relative to the best compared isomer or geometry (same formula, charge and spin) does entry 3 give?

0.592 eV